#one
Here is C4H11BO2 as an isolated structure from OMol25. Energies are from the ωB97M-V functional and the def2-TZVPD basis.

Calculated values
LUMO level: 0.4 eV
Total charge: 0
Highest occupied orbital energy: -9.28 eV
Multiplicity: 1

Structure (XYZ):
```
18
Properties=species:S:1:pos:R:3:mulliken_charge:R:1
H -0.48004 -1.42604 -1.29165 0.20
B -2.21713 0.16510 0.15479 0.54
H 1.08199 -0.94176 -1.98367 0.34
H 1.07375 -1.96062 -0.64864 0.31
C 1.86811 0.58959 0.59608 -1.35
H 2.83977 0.64887 0.08385 0.35
H -3.53268 -1.25295 -0.06021 0.27
H -0.76257 -0.02678 1.83564 0.30
O -2.68388 1.01052 -0.70314 -0.49
C 0.56280 -0.99708 -1.00820 -1.04
H -3.37266 0.84928 -1.24691 0.27
O -2.72932 -1.06327 0.35961 -0.49
H 1.93078 1.44381 1.24424 0.36
H -0.79462 1.64391 1.45392 0.33
C 0.60290 0.37503 -0.25634 0.34
C -0.97623 0.61447 0.99219 -0.85
H 0.57154 1.20579 -0.86079 0.37
H 1.95837 -0.35176 1.28786 0.26
```


#two
Here is a 2-piece molecular cluster, C4H11BO2 overall from OMol25. Energies are from the ωB97M-V functional and the def2-TZVPD basis.

Calculated values
LUMO level (alpha / beta): 0.3 / 0.4 eV
Total charge: 0
Highest occupied orbital energy (alpha / beta): -7.35 / -7.98 eV
Multiplicity: 1

Structure (XYZ):
```
18
Properties=species:S:1:pos:R:3:mulliken_charge:R:1
C -0.28885 1.03365 -1.20989 -1.07
O -0.19011 -1.39561 -1.81266 -0.56
C 0.74282 -0.68752 1.16035 -0.82
H 1.60507 0.08473 1.36583 0.24
H -0.33198 1.52377 2.20385 0.34
H 0.41352 -2.09185 -2.04281 0.25
O 1.52976 0.24438 -2.59132 -0.51
H 0.19534 1.81121 -0.86704 0.42
H -1.33240 0.49212 2.96641 0.37
C -1.06332 0.79500 1.94007 -1.29
C -0.64870 -0.19082 0.99218 -0.17
H -1.36005 -0.64139 0.32431 0.63
H -1.93655 1.28922 1.62169 0.35
H -1.34653 1.00926 -1.04342 0.43
H 0.92387 -1.25208 0.20340 0.14
H 1.85720 -0.41817 -3.21915 0.27
B 0.37147 -0.12530 -1.95613 0.66
H 0.85946 -1.48059 1.96434 0.33
```


Energy ordering: #one at the bottom, the next structure 0.0554 hartree above.


#one
Here is a 2-piece molecular cluster, C6H12N3O2S overall from OMol25. Energies are from the ωB97M-V functional and the def2-TZVPD basis.

Calculated values
LUMO level (alpha / beta): -7.1 / -7.0 eV
Total charge: +1
Highest occupied orbital energy (alpha / beta): -12.76 / -12.77 eV
Multiplicity: 1

Structure (XYZ):
```
24
Properties=species:S:1:pos:R:3:mulliken_charge:R:1
H 4.35180 -0.56669 -0.28337 0.31
H -1.39194 -0.52468 2.86951 0.38
H -1.62310 1.22818 2.16719 0.26
H -0.38034 3.74022 -0.30128 0.26
N -1.32935 3.29054 -0.49860 -0.87
O 1.86451 -0.63898 0.84761 -0.52
H -0.97729 1.47558 -0.13698 0.22
C 0.18314 -2.20150 -1.26982 0.25
N -1.07780 0.41711 -0.30015 -0.50
H -0.03701 0.38399 2.07772 0.26
H -1.46924 -3.52672 -0.81107 0.45
O 1.63541 1.17127 -0.93020 -0.52
N 3.64437 -0.57520 -0.98785 -0.53
H -2.19946 -2.11685 1.32713 0.38
C -1.18886 -0.33834 0.65632 0.99
H -1.81361 3.49597 0.39647 0.27
C 1.04879 -1.28214 -1.35710 -0.15
C -1.53593 -1.79664 0.50504 -0.42
C -1.08777 0.21828 2.02819 -1.05
C -1.09513 -2.58757 -0.49887 -0.57
H -1.85989 3.75900 -1.27302 0.23
S 2.06762 -0.13968 -0.50835 1.16
H 4.00015 0.04277 -1.67607 0.31
H 0.27094 -2.92791 -2.04246 0.37
```


#two
Here is an isolated ion of composition C6H12N3O2S and charge +1 from OMol25. Energies are from the ωB97M-V functional and the def2-TZVPD basis.

Calculated values
LUMO level: -3.6 eV
Total charge: +1
Highest occupied orbital energy: -12.97 eV
Multiplicity: 1
SMILES: CCS[C@@]1(O)NC(=[NH2+])CC(=O)N1

Structure (XYZ):
```
24
Properties=species:S:1:pos:R:3:mulliken_charge:R:1
H 0.35903 1.12249 -1.75114 0.30
H 3.20845 -0.75396 -0.60548 0.39
C 2.71716 -0.24958 0.25495 -0.44
H -1.55171 -2.12684 -0.90616 0.29
O 0.49602 -1.29486 -1.83912 -0.61
H 2.23239 1.69582 1.13295 0.35
C 2.79132 1.27568 0.38694 -1.07
H -3.52765 -2.15590 0.48938 0.26
H 3.90543 1.59528 0.39255 0.33
H -1.05102 0.51748 1.54857 0.44
C -0.00074 -0.74469 -0.74494 0.30
N -0.25258 0.76101 -1.01984 -0.21
N -1.29435 -1.26424 -0.40400 -0.22
H -2.67445 1.34065 1.13577 0.38
C -1.78374 0.69065 0.86565 -1.00
S 1.13108 -0.93855 0.73091 -0.15
H 3.27571 -0.74102 1.00602 0.41
H -3.87061 -0.67888 1.31655 0.29
H 2.51788 1.71180 -0.60455 0.24
H 0.84961 -2.23614 -1.73421 0.44
N -3.35187 -1.13611 0.58209 -0.39
C -0.98336 1.51996 -0.31160 0.55
O -0.99270 2.69912 -0.29777 -0.56
C -2.14928 -0.60916 0.37647 0.66
```


Energy ordering: #two at the bottom, the next structure 0.2461 hartree above.